Entry from OMol25: a gas-phase ion, C5H12ClN2 (charge +1) at a distorted geometry (the ωB97M-V functional and the def2-TZVPD basis).

```
! wB97M-V def2-TZVPD RIJCOSX def2/J DEFGRID3
* xyz 1 1
H 0.36439 1.60421 -1.18432
H -2.33458 -0.19042 0.06411
Cl 0.98769 -3.97055 -0.41508
C -0.13991 0.02892 0.14495
H 0.37299 1.44672 1.66769
H -1.79953 1.36416 0.80454
H -1.63682 -0.10830 1.66632
C -1.56360 0.29005 0.72349
H 2.77972 -1.98371 -1.23289
H 0.67712 -0.06428 -1.84057
H 1.87428 0.77805 0.77718
N 2.01083 -1.59812 -0.77582
H -0.92680 0.60786 -1.85653
C 0.96203 -2.20424 -0.27453
C 0.83131 0.61854 1.21194
N -0.17098 -1.41665 0.11260
H 1.02607 0.00422 2.11555
H -1.12280 -1.74440 0.25502
H 2.06807 -0.57133 -0.80495
C 0.05948 0.59429 -1.27648
*
```

Summary:
HOMO level   -14.94 eV
SMILES   CC(C)(C)NC(=[NH2+])Cl
E_LUMO   -4.2 eV
Gap between HOMO and LUMO   10.79 eV



Entry from OMol25: a gas-phase ion, C5H12IN2 (charge +1) at a distorted geometry (the ωB97M-V functional and the def2-TZVPD basis).

```
! wB97M-V def2-TZVPD RIJCOSX def2/J DEFGRID3
* xyz 1 1
H 0.28519 -3.59818 -0.33430
C -0.51470 -4.11157 -0.80898
H 1.17249 1.73959 2.24227
H 1.40756 3.86672 1.06939
H -0.68596 -5.16341 -0.29578
N 0.02135 0.88385 0.77861
H -0.26560 -4.13182 -1.83347
H -1.91043 -3.27730 0.74413
H 0.93667 1.84743 -1.38841
I -1.75279 -1.48831 -1.15982
H -0.75358 0.66524 1.33072
C -1.68074 -3.30265 -0.35954
C -0.26202 0.58125 -0.45828
C 0.49703 3.33896 0.93545
H -0.22346 3.67316 1.60166
H 0.17017 3.36209 -0.07232
N 0.44536 1.00764 -1.54274
H 0.30245 0.51992 -2.39866
C 0.92309 1.90172 1.23289
H 1.88791 1.68568 0.71718
*
```

Summary:
HOMO level (spin up / spin down)   -12.33 / -12.51 eV
E_LUMO (spin up / spin down)   -5.1 / -4.4 eV
Gap between HOMO and LUMO (spin up / spin down)   7.18 / 8.14 eV



Entry from OMol25: a gas-phase ion, C5H12N (charge +1) at a distorted geometry (the ωB97M-V functional and the def2-TZVPD basis).

```
! wB97M-V def2-TZVPD RIJCOSX def2/J DEFGRID3
* xyz 1 1
C -0.40910 -1.62857 -0.44090
H 0.82203 -3.30731 0.02947
C -0.39632 0.79902 -1.04718
C 0.07396 -2.63429 0.55486
H -1.36223 0.43119 -0.83570
H 0.53410 0.58210 0.86123
H -1.37617 -1.63175 -0.91631
H 0.94678 2.57929 -0.80345
H -0.55109 1.66252 1.65062
H 1.42501 -0.47047 -0.70229
C 0.31831 -0.49733 -0.83033
H -0.34734 0.98998 -2.15497
C 0.02334 2.15458 -0.34966
H 1.14906 1.76761 1.74269
N 0.34694 1.57292 1.10845
H -0.74696 2.82042 -0.28642
H 0.51132 -2.06821 1.43544
H -0.96163 -3.12170 0.98446
*
```

Summary:
HOMO level   -12.88 eV
SMILES   C/C=C/CC[NH3+]
E_LUMO   -3.6 eV
Gap between HOMO and LUMO   9.27 eV



Entry from OMol25: 2 unconnected molecules or ions with the total composition C5H12N2 at a distorted geometry (the ωB97M-V functional and the def2-TZVPD basis).

```
! wB97M-V def2-TZVPD RIJCOSX def2/J DEFGRID3
* xyz -1 2
N 2.36286 -1.44553 0.40284
H -1.70226 1.70123 0.05136
H 2.06769 -1.87734 -0.54598
H -3.85771 -1.58977 0.70797
C 0.23267 0.68233 0.00426
H 1.65025 -1.66568 1.10038
C -1.00573 1.09030 -0.58291
N 1.56891 0.61930 -0.72874
H -4.16553 0.17983 0.33245
H 3.57967 0.01588 -0.29189
H -1.09679 1.35557 -1.60402
H 2.61516 0.45047 1.15977
C -3.41253 -0.67067 0.31887
H 1.80408 1.63028 -0.93258
H -1.52879 -0.91021 -0.95435
H 0.53916 1.20820 0.91247
C 2.60436 0.03474 0.18680
H -0.17861 -0.18765 0.45930
C -2.07684 -0.62129 0.00401
*
```

Summary:
HOMO level (spin up / spin down)   -0.12 / -2.58 eV
E_LUMO (spin up / spin down)   3.9 / 3.9 eV
⟨S²⟩   0.758
Gap between HOMO and LUMO (spin up / spin down)   4.05 / 6.50 eV



Entry from OMol25: a gas-phase ion, C5H12N2 (charge -1) (the ωB97M-V functional and the def2-TZVPD basis).

```
! wB97M-V def2-TZVPD RIJCOSX def2/J DEFGRID3
* xyz -1 2
H 2.36550 -0.04964 1.21562
C -0.53577 -1.04440 -1.58971
C -0.00617 -0.12229 0.56714
H -0.58751 -2.09963 -1.33614
H 0.42833 1.95221 0.82878
C 0.63394 -0.45691 -0.78833
H -0.04019 -1.01207 1.19715
N 2.05290 0.85733 1.54626
N -1.42065 0.22857 0.26311
H -1.48762 1.23601 0.24230
C -1.77035 -0.31902 -1.07465
C 0.62019 1.00358 1.35175
H -2.61650 -0.99934 -0.95720
H -2.06548 0.50938 -1.73041
H 0.06259 1.02902 2.29863
H 2.32491 0.92098 2.51926
H 1.45104 -1.17236 -0.67959
H 1.01331 0.47182 -1.20352
H -0.42247 -0.93323 -2.67044
*
```

Summary:
HOMO level (spin up / spin down)   1.52 / -5.30 eV
E_LUMO (spin up / spin down)   4.2 / 4.2 eV
⟨S²⟩   0.750
Gap between HOMO and LUMO (spin up / spin down)   2.64 / 9.48 eV



Entry from OMol25: 2 unconnected molecules or ions with the total composition C5H12N2 at a distorted geometry (the ωB97M-V functional and the def2-TZVPD basis).

```
! wB97M-V def2-TZVPD RIJCOSX def2/J DEFGRID3
* xyz 0 1
C -1.16914 1.08297 1.02908
H -0.01188 -2.94089 0.86469
N -0.09916 -1.05303 -0.04859
H 0.97016 2.10992 -0.41143
H 1.81241 -1.11323 0.79016
C -0.63376 -2.04682 0.86012
C -1.11367 1.64499 -0.21155
H -0.39172 1.28152 1.75317
H 1.47468 -0.06949 -2.07089
H -0.60676 -0.67532 -0.83904
C 1.96473 -0.47175 -1.19710
H -0.60956 -1.66435 1.88682
H -2.13619 0.89404 1.47149
H -1.66585 -2.27667 0.59733
H 3.01789 -0.67984 -1.27275
H -0.12456 2.90485 -1.48149
N 0.03823 2.18409 -0.79173
H -1.99428 1.64781 -0.84474
C 1.27843 -0.75879 -0.08357
*
```

Summary:
HOMO level   -6.90 eV
SMILES   C=CNC.C=CN
E_LUMO   1.2 eV
Gap between HOMO and LUMO   8.06 eV



Entry from OMol25: 2 unconnected molecules or ions with the total composition C5H12N2 at a distorted geometry (the ωB97M-V functional and the def2-TZVPD basis).

```
! wB97M-V def2-TZVPD RIJCOSX def2/J DEFGRID3
* xyz 0 1
H -0.66063 -0.64863 -2.07746
H -0.22499 1.03934 -1.81111
H 2.32381 -0.57819 0.82802
H -1.14141 1.04358 1.84318
H -1.91802 0.55917 -1.79030
C -1.09493 1.26999 0.78079
H -2.03645 1.72750 0.47868
H 2.10302 -0.00734 -0.90755
H 2.26843 1.67833 1.42942
H -0.29990 1.99957 0.61464
C 2.19645 0.25902 0.13692
H -0.42978 -3.13706 0.45401
C -0.91011 0.24639 -1.51342
N 2.17051 1.47447 0.43459
N -0.13925 -2.31214 -0.05029
H -0.38690 -2.36911 -1.02788
H -0.47786 -1.16636 1.64378
C -0.51689 -1.11611 0.56304
C -0.82509 0.03758 -0.02908
*
```

Summary:
HOMO level   -7.87 eV
SMILES   CC(C)=CN.C=N
E_LUMO   1.0 eV
Gap between HOMO and LUMO   8.86 eV



Entry from OMol25: 2 unconnected molecules or ions with the total composition C5H12N2 at a distorted geometry (the ωB97M-V functional and the def2-TZVPD basis).

```
! wB97M-V def2-TZVPD RIJCOSX def2/J DEFGRID3
* xyz 0 1
C -0.83559 -0.38975 -1.06261
H -3.45625 -0.75057 0.92941
H 0.77932 1.21763 1.43389
H 2.42691 0.32285 -0.93649
H 0.56936 1.23489 -1.54503
H -2.55432 0.46875 1.30589
H 1.68481 -1.42785 0.20213
C -0.04412 0.91944 -0.70834
N 3.24132 0.61943 0.97543
H -1.68513 -1.98600 0.10567
C 0.92283 0.84718 0.41723
N -2.69039 -0.20095 0.55541
H -0.09061 -1.09055 -1.44930
H -1.64873 -0.20787 -1.77167
H -0.78564 1.73346 -0.64582
C 2.25630 0.41230 0.16434
H -0.69690 -0.88329 1.02268
H 4.07093 0.08171 0.75556
C -1.46410 -0.92080 0.25161
*
```

Summary:
HOMO level   -7.60 eV
E_LUMO   -1.9 eV
Gap between HOMO and LUMO   5.69 eV